1.
{
  "formula": "C23H34NO2P2PtTe",
  "method": "ωB97M-V with the def2-TZVPD basis set",
  "symbols": ["C", "C", "N", "C", "C", "C", "C", "P", "Pt", "P", "C", "C", "C", "C", "C", "C", "C", "O", "O", "H", "H", "H", "C", "C", "H", "H", "H", "H", "C", "C", "H", "H", "H", "H", "H", "H", "H", "H", "H", "H", "H", "H", "H", "H", "H", "H", "H", "H", "H", "H", "H", "H", "Te", "C", "C", "C", "C", "C", "C", "H", "H", "H", "H", "H"],
  "coordinates": [[3.62, -2.70, 1.40], [2.69, -1.63, 1.36], [1.59, -1.78, 0.53], [1.31, -2.93, -0.11], [2.20, -4.01, -0.03], [3.38, -3.87, 0.70], [2.84, -0.42, 2.07], [1.53, 0.78, 2.07], [0.32, -0.11, 0.29], [-0.43, -1.33, -1.53], [0.03, -3.00, -0.94], [-0.60, 1.71, -0.31], [-1.29, 2.46, 0.63], [-1.87, 3.68, 0.24], [-1.75, 4.11, -1.09], [-1.04, 3.35, -2.01], [-0.46, 2.14, -1.62], [7.07, 1.66, -0.60], [3.10, 4.38, -3.32], [4.51, -2.56, 2.00], [1.95, -4.91, -0.59], [4.10, -4.68, 0.71], [0.75, 0.94, 3.70], [2.21, 2.41, 1.70], [0.18, -3.64, -1.82], [-0.81, -3.40, -0.35], [7.17, 1.33, 0.29], [3.76, -0.26, 2.63], [-2.16, -1.29, -2.01], [0.55, -1.14, -3.04], [-1.40, 2.09, 1.65], [-2.40, 4.28, 0.97], [-2.21, 5.05, -1.40], [-0.93, 3.68, -3.05], [0.12, 1.54, -2.33], [1.63, 0.62, -0.34], [2.78, 4.26, -2.41], [3.46, 3.54, -3.56], [6.58, 0.95, -1.06], [1.36, 0.29, -1.03], [1.54, 1.18, 4.44], [0.02, 1.77, 3.68], [0.24, 0.02, 3.99], [2.98, 2.65, 2.45], [2.66, 2.41, 0.70], [1.41, 3.16, 1.74], [0.28, -1.96, -3.73], [0.31, -0.18, -3.52], [1.62, -1.19, -2.83], [-2.33, -2.03, -2.81], [-2.82, -1.50, -1.16], [-2.39, -0.28, -2.39], [-1.57, -1.31, 2.10], [-3.50, -1.26, 1.32], [-4.23, -2.47, 1.40], [-5.56, -2.49, 0.97], [-6.15, -1.33, 0.45], [-5.41, -0.14, 0.35], [-4.09, -0.09, 0.80], [-3.74, -3.35, 1.81], [-6.13, -3.41, 1.04], [-7.19, -1.35, 0.13], [-5.88, 0.76, -0.06], [-3.49, 0.82, 0.75]],
  "gap_ev": [5.0, 6.2],
  "charge": 1,
  "e_tot_ev": -59095.0113,
  "spin_multiplicity": 5
}



2.
{
  "formula": "C23H34NO2P2SnTe",
  "method": "ωB97M-V with the def2-TZVPD basis set",
  "symbols": ["C", "C", "N", "C", "C", "C", "C", "P", "Sn", "P", "C", "C", "C", "C", "C", "C", "C", "O", "O", "H", "H", "H", "C", "C", "H", "H", "H", "H", "C", "C", "H", "H", "H", "H", "H", "H", "H", "H", "H", "H", "H", "H", "H", "H", "H", "H", "H", "H", "H", "H", "H", "H", "Te", "C", "C", "C", "C", "C", "C", "H", "H", "H", "H", "H"],
  "coordinates": [[-0.82, 4.10, -2.32], [-0.84, 2.73, -1.99], [0.02, 2.24, -1.04], [0.90, 3.07, -0.41], [0.97, 4.43, -0.73], [0.10, 4.95, -1.69], [-1.75, 1.75, -2.68], [-2.01, 0.23, -1.64], [0.04, 0.12, -0.62], [2.01, 0.62, 0.40], [1.74, 2.45, 0.69], [0.07, -1.92, -0.31], [-0.95, -2.58, 0.42], [-0.97, -3.98, 0.59], [0.04, -4.77, 0.03], [1.07, -4.15, -0.69], [1.08, -2.76, -0.86], [-0.68, 0.34, -5.33], [0.52, -1.68, -3.95], [-1.51, 4.47, -3.07], [1.69, 5.07, -0.21], [0.13, 6.01, -1.95], [-3.47, 0.61, -0.59], [-2.63, -1.05, -2.80], [2.67, 3.03, 0.86], [1.15, 2.49, 1.63], [-1.25, 1.36, -3.60], [-2.69, 2.24, -3.00], [2.44, -0.04, 2.06], [3.60, 0.53, -0.53], [-1.74, -1.98, 0.89], [-1.78, -4.44, 1.16], [0.03, -5.86, 0.16], [1.88, -4.75, -1.13], [1.89, -2.30, -1.44], [0.66, -1.09, -3.15], [0.25, -2.52, -3.54], [-0.32, -0.50, -4.94], [0.12, 0.82, -5.56], [0.84, -0.10, -2.11], [-4.37, 0.84, -1.19], [-3.67, -0.25, 0.07], [-3.22, 1.47, 0.05], [-3.51, -0.71, -3.36], [-1.81, -1.30, -3.49], [-2.88, -1.95, -2.20], [4.44, 0.99, 0.03], [3.82, -0.53, -0.73], [3.46, 1.04, -1.50], [3.33, 0.44, 2.50], [1.56, 0.09, 2.72], [2.62, -1.12, 1.95], [-1.29, 0.74, 1.84], [-0.60, -0.08, 3.67], [-0.37, 0.81, 4.73], [0.07, 0.34, 5.96], [0.28, -1.02, 6.16], [0.05, -1.92, 5.11], [-0.40, -1.45, 3.87], [-0.53, 1.87, 4.58], [0.25, 1.04, 6.77], [0.63, -1.39, 7.12], [0.21, -2.98, 5.26], [-0.58, -2.15, 3.07]],
  "gap_ev": 7.0,
  "charge": 1,
  "e_tot_ev": -61682.5886
}



3.
{
  "formula": "C23H35BrMnN2O4SSi4Te",
  "method": "ωB97M-V with the def2-TZVPD basis set",
  "symbols": ["Mn", "O", "C", "O", "C", "C", "C", "C", "C", "N", "H", "H", "H", "H", "C", "Si", "C", "C", "Si", "Te", "Si", "C", "C", "C", "Si", "C", "C", "C", "H", "H", "H", "H", "H", "H", "H", "H", "H", "H", "H", "H", "H", "H", "H", "H", "H", "H", "H", "H", "H", "H", "H", "H", "H", "H", "H", "S", "C", "N", "Br", "C", "C", "C", "C", "C", "C", "C", "O", "O", "H", "H", "H", "H"],
  "coordinates": [[0.75, -0.99, 2.59], [1.23, -4.67, 1.13], [1.06, -3.64, 1.76], [1.24, -2.43, 1.34], [0.56, -3.74, 3.19], [0.35, -4.95, 3.82], [-0.10, -4.93, 5.13], [-0.33, -3.72, 5.77], [-0.11, -2.55, 5.07], [0.33, -2.57, 3.81], [0.54, -5.86, 3.28], [-0.28, -5.86, 5.66], [-0.68, -3.67, 6.79], [-0.27, -1.57, 5.50], [2.35, 1.52, -1.72], [1.43, -0.05, -2.22], [1.26, -0.07, -4.10], [2.39, -1.54, -1.65], [-0.85, -0.03, -1.57], [-1.35, 0.12, 0.90], [-1.95, -2.09, -1.95], [-0.71, -3.48, -1.85], [-2.79, -2.10, -3.63], [-3.26, -2.30, -0.61], [-2.01, 1.84, -2.44], [-3.65, 2.09, -1.56], [-0.95, 3.38, -2.22], [-2.34, 1.58, -4.27], [3.19, 1.65, -2.41], [2.77, 1.42, -0.72], [1.74, 2.42, -1.77], [2.26, -0.09, -4.55], [0.76, 0.83, -4.48], [0.71, -0.94, -4.45], [3.44, -1.41, -1.92], [2.04, -2.46, -2.13], [2.32, -1.69, -0.58], [-0.10, -3.53, -2.75], [-1.24, -4.44, -1.76], [-0.03, -3.40, -1.00], [-2.12, -1.78, -4.43], [-3.67, -1.45, -3.65], [-3.12, -3.12, -3.86], [-2.83, -2.41, 0.39], [-3.83, -3.21, -0.80], [-3.97, -1.46, -0.59], [-3.54, 2.26, -0.49], [-4.31, 1.23, -1.70], [-4.15, 2.96, -1.99], [-0.63, 3.52, -1.18], [-1.53, 4.26, -2.51], [-0.06, 3.34, -2.85], [-3.07, 0.78, -4.43], [-1.44, 1.32, -4.83], [-2.76, 2.49, -4.70], [0.00, 2.67, 5.52], [0.21, 1.36, 4.60], [0.38, 0.41, 3.93], [4.25, 1.42, 2.37], [3.14, 2.93, 2.10], [3.75, 4.16, 2.35], [3.04, 5.33, 2.20], [1.71, 5.30, 1.81], [1.10, 4.09, 1.57], [1.80, 2.88, 1.70], [1.07, 1.62, 1.43], [-0.22, 1.79, 1.22], [1.60, 0.51, 1.42], [4.78, 4.17, 2.67], [3.53, 6.28, 2.40], [1.14, 6.22, 1.70], [0.06, 4.05, 1.29]],
  "gap_ev": [7.3, 6.9],
  "e_above_lowest_kcal_mol": 0.0,
  "e_tot_ev": -186596.4846,
  "spin_multiplicity": 4
}



4.
{
  "formula": "C23H35IrO",
  "method": "ωB97M-V with the def2-TZVPD basis set",
  "symbols": ["C", "C", "C", "C", "C", "Ir", "C", "C", "H", "C", "H", "H", "C", "H", "H", "H", "C", "H", "H", "H", "C", "H", "H", "H", "C", "H", "H", "H", "C", "H", "H", "H", "C", "H", "H", "H", "C", "H", "H", "H", "C", "C", "C", "C", "H", "C", "H", "C", "H", "H", "H", "C", "C", "O", "H", "H", "H", "H", "H", "H"],
  "coordinates": [[1.14, -1.94, 0.39], [1.63, -1.22, -0.74], [0.83, -1.57, -1.88], [-0.15, -2.54, -1.45], [0.04, -2.75, -0.04], [-0.57, -0.73, -0.40], [-2.78, 1.41, -1.31], [-1.93, 0.95, -0.20], [-1.51, 1.61, 0.57], [-2.39, -0.35, 0.28], [-3.20, -0.69, -0.37], [-2.50, -0.47, 1.36], [-2.91, 2.91, -1.40], [-2.32, 3.54, -0.73], [-2.77, 3.37, -2.38], [-3.97, 3.03, -1.11], [-2.53, 0.67, -2.60], [-1.70, -0.05, -2.68], [-3.46, 0.10, -2.73], [-2.40, 1.26, -3.51], [2.82, -0.32, -0.74], [2.79, 0.34, 0.13], [3.75, -0.90, -0.70], [2.83, 0.31, -1.63], [1.04, -1.05, -3.27], [1.26, 0.02, -3.23], [1.90, -1.56, -3.73], [0.16, -1.22, -3.89], [-1.15, -3.24, -2.30], [-1.09, -2.89, -3.33], [-0.97, -4.32, -2.28], [-2.16, -3.06, -1.92], [-0.71, -3.72, 0.82], [-1.75, -3.78, 0.50], [-0.28, -4.72, 0.75], [-0.67, -3.40, 1.86], [1.74, -1.94, 1.76], [0.96, -2.00, 2.52], [2.41, -2.81, 1.89], [2.33, -1.03, 1.92], [1.62, 2.54, -1.47], [0.36, 2.49, -2.09], [2.74, 3.06, -1.93], [0.34, 2.69, -3.48], [-0.77, 2.28, -2.01], [2.73, 3.25, -3.38], [3.60, 3.26, -1.30], [1.52, 3.04, -4.11], [-0.64, 2.52, -3.97], [3.59, 3.56, -4.00], [1.40, 3.14, -5.19], [1.82, 1.40, 3.93], [1.42, 1.75, 2.51], [0.29, 1.00, 2.03], [1.05, 1.72, 4.64], [2.75, 1.93, 4.18], [2.00, 0.32, 4.04], [1.16, 2.81, 2.41], [2.22, 1.53, 1.79], [-0.34, 0.92, 2.76]],
  "gap_ev": [8.3, 6.6],
  "charge": 1,
  "e_above_lowest_kcal_mol": 0.0,
  "e_tot_ev": -29290.2220,
  "spin_multiplicity": 6
}



5.
{
  "formula": "C23H35N2O11",
  "method": "ωB97M-V with the def2-TZVPD basis set",
  "symbols": ["O", "N", "C", "C", "N", "C", "H", "H", "H", "H", "H", "O", "C", "O", "C", "C", "C", "H", "H", "H", "H", "H", "H", "O", "C", "O", "C", "C", "C", "H", "H", "H", "H", "H", "H", "O", "C", "O", "C", "C", "C", "H", "H", "H", "H", "H", "H", "O", "C", "O", "C", "C", "C", "H", "H", "H", "H", "H", "H", "O", "C", "O", "C", "C", "C", "H", "H", "H", "H", "H", "H"],
  "coordinates": [[7.27, -1.54, -0.46], [5.90, -1.56, -0.38], [5.19, -0.39, -0.33], [3.91, -0.79, -0.24], [3.90, -2.14, -0.24], [5.13, -2.62, -0.32], [7.58, -1.76, 0.44], [5.63, 0.58, -0.35], [3.06, -0.14, -0.17], [3.04, -2.68, -0.18], [5.45, -3.64, -0.33], [1.06, -1.41, -0.47], [0.29, -0.74, 0.19], [0.73, 0.10, 1.14], [-0.41, 0.68, 1.83], [-1.57, 0.54, 0.87], [-1.22, -0.74, 0.13], [-0.57, 0.13, 2.76], [-0.19, 1.72, 2.08], [-2.53, 0.52, 1.37], [-1.57, 1.38, 0.17], [-1.59, -1.63, 0.64], [-1.56, -0.73, -0.90], [-3.90, -1.41, -1.11], [-4.04, -2.38, -1.80], [-4.76, -2.38, -2.94], [-4.83, -3.71, -3.48], [-3.64, -4.45, -2.90], [-3.49, -3.77, -1.53], [-5.79, -4.15, -3.18], [-4.80, -3.65, -4.57], [-3.78, -5.52, -2.85], [-2.75, -4.25, -3.50], [-4.11, -4.25, -0.77], [-2.46, -3.73, -1.20], [11.79, -3.19, -5.43], [10.89, -2.87, -4.72], [10.59, -3.51, -3.56], [9.40, -2.96, -2.99], [9.27, -1.56, -3.58], [9.89, -1.74, -4.96], [8.55, -3.60, -3.26], [9.50, -2.95, -1.90], [8.25, -1.19, -3.59], [9.88, -0.86, -3.00], [9.16, -2.08, -5.70], [10.40, -0.85, -5.31], [-2.30, 2.89, 2.56], [-2.60, 3.82, 1.86], [-1.79, 4.26, 0.86], [-2.34, 5.45, 0.27], [-3.82, 5.40, 0.60], [-3.83, 4.69, 1.95], [-1.84, 6.31, 0.71], [-2.15, 5.44, -0.80], [-4.29, 6.38, 0.61], [-4.35, 4.79, -0.14], [-3.71, 5.38, 2.78], [-4.71, 4.09, 2.09], [-7.69, 4.02, 3.05], [-7.08, 3.29, 3.77], [-5.74, 3.11, 3.67], [-5.30, 2.11, 4.60], [-6.37, 2.06, 5.67], [-7.63, 2.42, 4.88], [-5.20, 1.16, 4.06], [-4.32, 2.39, 4.99], [-6.43, 1.10, 6.19], [-6.18, 2.83, 6.42], [-8.10, 1.54, 4.44], [-8.36, 2.96, 5.48]],
  "gap_ev": 8.7,
  "charge": 1,
  "e_tot_ev": -49915.0482
}



6.
{
  "formula": "C23H35N3O3",
  "method": "ωB97M-V with the def2-TZVPD basis set",
  "symbols": ["O", "C", "O", "C", "C", "C", "N", "C", "C", "C", "C", "C", "C", "N", "C", "C", "C", "C", "H", "H", "H", "H", "H", "H", "H", "H", "H", "H", "H", "H", "H", "H", "H", "H", "H", "C", "C", "C", "C", "C", "C", "N", "O", "C", "C", "C", "H", "H", "H", "H", "H", "H", "H", "H", "H", "H", "H", "H", "H", "H", "H", "H", "H", "H"],
  "coordinates": [[0.42, 1.61, 0.41], [0.54, 0.46, -0.10], [-0.50, -0.26, -0.75], [1.95, -0.26, 0.06], [1.95, -1.68, 0.74], [3.33, -2.35, 0.94], [4.55, -1.70, 0.51], [4.59, -0.40, -0.15], [3.27, 0.42, -0.42], [3.37, 1.86, -1.09], [2.71, 1.97, -2.55], [3.22, 0.86, -3.60], [4.01, 1.52, -4.87], [5.17, 0.58, -5.14], [6.58, 0.79, -4.97], [7.24, -0.57, -5.37], [6.03, -1.49, -5.80], [4.71, -0.70, -5.65], [-0.08, -0.98, -1.27], [0.99, -2.18, 1.10], [3.36, -3.36, 1.46], [5.43, -2.21, 0.70], [5.62, -0.02, -0.43], [4.45, 2.27, -1.07], [2.77, 2.59, -0.42], [1.56, 1.98, -2.55], [3.03, 3.00, -2.97], [2.34, 0.28, -4.08], [3.95, 0.15, -3.09], [3.35, 1.60, -5.80], [4.39, 2.56, -4.61], [7.06, 1.76, -4.60], [8.36, -0.82, -5.34], [6.12, -2.58, -6.16], [3.63, -0.97, -5.86], [-3.50, 1.77, 2.35], [-3.23, 0.28, 2.70], [-3.47, -0.64, 1.47], [-4.93, -0.98, 1.19], [-5.61, -1.47, 2.46], [-5.48, -0.47, 3.62], [-4.05, -0.10, 3.89], [-3.45, -1.16, 4.49], [-6.33, 0.78, 3.30], [-6.17, -1.07, 4.88], [-1.70, 0.23, 2.97], [-4.27, 2.22, 2.97], [-2.62, 2.39, 2.52], [-3.79, 1.90, 1.30], [-2.94, -1.59, 1.62], [-3.03, -0.19, 0.57], [-5.45, -0.10, 0.78], [-4.98, -1.75, 0.42], [-6.67, -1.66, 2.24], [-5.19, -2.44, 2.74], [-6.24, 1.53, 4.09], [-7.39, 0.52, 3.22], [-6.07, 1.25, 2.35], [-5.76, -2.04, 5.16], [-7.24, -1.22, 4.70], [-6.07, -0.39, 5.73], [-1.43, 0.81, 3.86], [-1.13, 0.65, 2.12], [-1.32, -0.79, 3.11]],
  "gap_ev": 4.8,
  "charge": 1,
  "e_tot_ev": -35015.6140,
  "spin_multiplicity": 2
}